[1]
The following is a quantum chemistry calculation of the molecule C2H2ClF2NO at a distorted geometry, from OMol25.

Positions of all 9 atoms, in Å:
C1 -0.433 -0.511 -0.949
C2 0.812 0.732 0.881
N1 -1.006 -1.580 -0.605
O1 0.557 0.262 -0.360
F1 1.469 -0.099 1.704
F2 1.635 1.841 0.790
Cl1 -0.630 1.359 1.710
H1 -0.680 -0.075 -1.955
H2 -1.724 -1.930 -1.216

Output
- HOMO level: -11.0 eV
- Molecular weight: 129.5 g/mol
- LUMO energy: 0.734 eV
- Max |F|: 3.0 eV Å⁻¹
- E_tot: -867.298717 a.u.
- Structure (SMILES): [H]/N=C/OC(F)(F)Cl
- ΔE to the lowest compared entry with this formula, charge and spin: 0.954 eV

How is the electron density shared among the atoms? According to natural (NBO), the charges in e are: 0.4189, 0.8966, -0.6420, -0.5322, -0.3029, -0.3232, -0.0441, 0.1542, 0.3748

[2]
The following is a quantum chemistry calculation of the molecule C4H8O2 at a distorted geometry, from OMol25.

Positions of all 14 atoms, in Å:
C1 1.587 -0.643 0.746
C2 0.459 0.453 0.479
O1 0.957 1.619 -0.138
C3 -0.363 -0.441 -0.331
C4 -2.181 -0.128 -0.553
O2 -1.780 0.782 -1.351
H1 1.976 -1.181 -0.134
H2 2.391 -0.012 1.111
H3 1.314 -1.382 1.511
H4 0.077 0.737 1.466
H5 0.578 1.666 -1.028
H6 0.165 -0.587 -1.281
H7 -2.534 0.161 0.452
H8 -2.645 -1.045 -0.950

Output
- HOMO level: -9.7 eV
- Molecular weight: 88.1 g/mol
- LUMO energy: -0.246 eV
- Max |F|: 2.6 eV Å⁻¹
- E_tot: -307.530151 a.u.
- ΔE to the lowest compared entry with this formula, charge and spin: 4.960 eV

How is the electron density shared among the atoms? According to natural (NBO), the charges in e are: -0.6247, -0.0141, -0.7058, -0.0290, 0.1014, -0.5754, 0.2191, 0.2428, 0.2257, 0.1853, 0.4903, 0.1742, 0.1533, 0.1568

[3]
The following is a quantum chemistry calculation of a structure of composition C7H10Cl2OSSi at a distorted geometry, from OMol25.

Positions of all 22 atoms, in Å:
C1 3.099 -0.317 -0.886
C2 1.706 -0.499 -0.765
C3 3.771 -1.475 -0.671
C4 1.421 -1.738 -0.262
C5 -0.532 1.992 0.849
C6 -1.887 1.811 1.374
C7 -1.658 -1.444 -0.707
O1 -2.684 1.255 0.370
Si1 -2.785 0.034 -0.656
S1 2.758 -2.732 -0.149
Cl1 -2.185 -2.141 0.882
Cl2 -4.736 0.286 -1.203
H1 3.475 0.549 -1.276
H2 1.037 0.239 -0.937
H3 4.692 -1.690 -0.910
H4 -0.242 1.042 0.244
H5 -0.345 2.865 0.350
H6 0.281 1.975 1.554
H7 -2.262 2.834 1.796
H8 -1.712 1.114 2.284
H9 -1.405 -1.980 -1.636
H10 0.193 -1.978 0.357

Output
- HOMO level: -7.6 eV
- Molecular weight: 241.2 g/mol
- LUMO energy: -0.981 eV
- Max |F|: 5.9 eV Å⁻¹
- E_tot: -1955.899054 a.u.
- ΔE to the lowest compared entry with this formula, charge and spin: 5.675 eV

How is the electron density shared among the atoms? According to natural (NBO), the charges in e are: -0.2454, -0.2893, -0.4227, -0.4458, -0.6531, -0.0599, -1.1184, -0.9145, 1.8664, 0.4790, -0.0472, -0.3562, 0.2106, 0.2072, 0.2083, 0.2252, 0.2082, 0.2286, 0.1957, 0.1933, 0.2538, 0.2762

[4]
The following is a quantum chemistry calculation of the molecule C5H11NO at a distorted geometry, from OMol25.

Positions of all 18 atoms, in Å:
C1 0.105 1.698 -0.550
N1 0.227 0.411 -0.078
C2 1.406 -0.378 -0.448
C3 0.948 -1.542 -1.366
C4 -0.953 -0.170 0.520
C5 -1.341 0.608 1.778
O1 -0.897 2.327 -0.725
H1 1.117 2.039 -0.852
H2 1.792 -0.880 0.444
H3 2.033 0.335 -0.973
H4 1.800 -2.137 -1.722
H5 0.361 -1.171 -2.193
H6 0.471 -2.320 -0.755
H7 -1.867 -0.235 -0.089
H8 -0.681 -1.217 0.742
H9 -1.554 1.639 1.473
H10 -2.337 0.394 2.201
H11 -0.631 0.599 2.594

Output
- HOMO level: -9.3 eV
- Molecular weight: 101.1 g/mol
- LUMO energy: 0.900 eV
- Max |F|: 2.4 eV Å⁻¹
- E_tot: -327.091584 a.u.
- Structure (SMILES): CCN(C=O)CC
- ΔE to the lowest compared entry with this formula, charge and spin: 1.082 eV

How is the electron density shared among the atoms? According to natural (NBO), the charges in e are: 0.5473, -0.4544, -0.1980, -0.6263, -0.2271, -0.6327, -0.6001, 0.0885, 0.1932, 0.2089, 0.2160, 0.2171, 0.2087, 0.2101, 0.1945, 0.2336, 0.2146, 0.2061

[5]
The following is a quantum chemistry calculation of a structure of composition C14H50HfN3O10 at a distorted geometry, from OMol25.

Positions of all 78 atoms, in Å:
Hf1 2.596 3.259 -3.096
C1 0.647 0.349 -0.154
C2 0.978 0.517 -1.681
O1 2.112 1.335 -1.836
H1 -0.206 -0.328 -0.087
H2 0.418 1.302 0.324
H3 1.437 -0.111 0.440
H4 0.085 0.645 -2.293
H5 1.387 -0.439 -2.010
O2 2.735 4.126 -0.728
H6 3.422 4.705 -0.398
H7 2.492 3.587 0.024
O3 0.281 3.528 -2.386
H8 -0.564 3.092 -2.276
H9 0.089 4.457 -2.262
O4 4.105 -0.948 -1.806
H10 3.412 -0.291 -1.884
H11 4.832 -0.481 -1.394
O5 1.541 -3.378 -1.865
H12 1.439 -2.441 -1.699
H13 2.171 -3.428 -2.584
O6 2.170 2.655 1.522
H14 2.008 3.149 2.326
H15 1.466 2.006 1.495
O7 3.492 1.447 -4.263
H16 4.389 1.455 -4.598
H17 3.000 0.940 -4.909
C3 -3.523 -6.258 -2.308
C4 -4.719 -5.468 -1.886
C5 -4.404 -3.989 -2.213
O8 -3.225 -3.550 -1.481
C6 -3.157 -2.146 -1.336
N1 -5.857 -6.024 -2.610
H18 -3.238 -6.232 -3.359
H19 -3.632 -7.330 -2.147
H20 -2.600 -5.892 -1.857
H21 -4.937 -5.624 -0.830
H22 -5.271 -3.391 -1.934
H23 -4.262 -3.898 -3.290
H24 -4.054 -1.624 -1.002
H25 -2.746 -1.722 -2.253
H26 -2.457 -1.961 -0.521
H27 -6.717 -5.603 -2.289
H28 -5.884 -5.670 -3.555
C7 -3.575 0.490 0.368
C8 -3.164 1.499 1.381
C9 -4.260 2.129 2.205
O9 -5.076 2.909 1.301
C10 -6.265 3.402 1.914
N2 -2.086 0.919 2.193
H29 -4.270 0.909 -0.359
H30 -4.046 -0.294 0.961
H31 -2.680 0.119 -0.133
H32 -2.745 2.306 0.780
H33 -3.741 2.777 2.911
H34 -4.799 1.378 2.782
H35 -6.738 4.140 1.265
H36 -6.084 3.835 2.897
H37 -7.016 2.615 1.988
H38 -1.461 0.381 1.610
H39 -2.518 0.327 2.888
C11 6.989 1.691 1.928
C12 5.493 1.795 1.870
C13 4.705 0.562 2.297
O10 4.849 0.387 3.662
C14 4.311 -0.830 4.161
N3 5.177 2.909 2.710
H40 7.351 2.513 1.311
H41 7.132 0.804 1.311
H42 7.463 1.534 2.897
H43 5.170 2.112 0.878
H44 5.014 -0.337 1.764
H45 3.690 0.708 1.928
H46 4.424 -0.900 5.243
H47 4.944 -1.660 3.848
H48 3.258 -0.913 3.895
H49 4.182 3.086 2.731
H50 5.120 2.372 3.563

Output
- HOMO level: -15.3 eV
- Charge: +3
- Molecular weight: 599.1 g/mol
- LUMO energy: -14.016 eV
- Max |F|: 7.3 eV Å⁻¹
- E_tot: -1526.707510 a.u.

How is the electron density shared among the atoms? According to Löwdin, the charges in e are: 2.0186, -0.0422, -0.3263, -0.3901, 0.0680, 0.0496, 0.0905, 0.1119, 0.0826, -0.1212, 0.0906, 0.0079, -0.1118, 0.1015, 0.0880, -0.0303, -0.0351, 0.0362, -0.0326, -0.0178, 0.0398, -0.0218, 0.0886, 0.0274, -0.0979, 0.1095, 0.1120, -0.0549, -0.3773, -0.1293, -0.1229, -0.1030, 0.1684, 0.0966, 0.1014, 0.0891, 0.1611, 0.1280, 0.1411, 0.0802, 0.1029, 0.0769, 0.1103, 0.1099, -0.0769, -0.4538, -0.1749, -0.1625, -0.0753, 0.0994, 0.1016, 0.1036, 0.0454, 0.1323, 0.1338, 0.1392, 0.0960, 0.0976, 0.0963, 0.0406, 0.0959, -0.0305, -0.4528, -0.2194, -0.1505, -0.0452, 0.1013, 0.0907, 0.0819, 0.1070, 0.1251, 0.1317, 0.1012, 0.1042, 0.1055, 0.0957, 0.0573, 0.0836

[6]
The following is a quantum chemistry calculation of a cluster of 2 separate species, C2H3N2O2 in total at a distorted geometry, from OMol25.

Positions of all 9 atoms, in Å:
C1 0.446 -0.772 1.871
C2 -0.791 0.142 -1.913
N1 0.278 -1.896 2.040
N2 0.145 -0.032 -0.993
O1 -0.286 0.975 -2.649
O2 0.222 -3.057 2.164
H1 0.674 0.342 1.872
H2 -1.862 -0.083 -2.073
H3 1.047 0.120 -1.243

Output
- HOMO level (spin up / spin down): -15.3 / -14.9 eV
- Charge: +1
- Molecular weight: 87.1 g/mol
- LUMO energy (spin up / spin down): -6.672 / -9.935 eV
- Max |F|: 5.6 eV Å⁻¹
- E_tot: -337.416104 a.u.
- ΔE to the lowest compared entry with this formula, charge and spin: 8.764 eV

How is the electron density shared among the atoms? According to natural (NBO), the charges in e are: 0.2692, 0.4349, 0.1619, -0.5156, -0.2824, -0.0167, 0.3419, 0.2248, 0.3821